Molecular formula: C23H67N11O8
Method: DFT, ωB97M-V/def2-TZVPD

For the gap between HOMO and LUMO, the calculation gives 8.7167 eV. As for the energy relative to the best compared isomer or geometry (same formula, charge and spin): 95.4 kJ/mol. The total energy is -2120.74202 Eh. The net charge is 0. As for the SMILES: COC[C@H](C)N.COC[C@H](C)N.COC[C@H](C)N.COC[C@H](C)N.COC[C@H](C)N.NC(N)=O.NC(N)=O.NC(N)=O.

The geometry in XYZ format:
```
109
C23H67N11O8, DFT ωB97M-V/def2-TZVPD
C 18.4886 14.2587 10.0045
O 18.3607 13.9629 11.4175
C 17.7041 12.7454 11.7288
C 16.6445 12.9138 12.7989
C 15.9146 11.6503 13.0620
N 15.6598 13.9841 12.6048
H 19.4635 13.9263 9.6055
H 18.4299 15.3878 9.8551
H 17.6473 13.7918 9.5599
H 17.2368 12.3512 10.8396
H 18.4535 12.0399 12.1324
H 17.2383 13.1223 13.7342
H 15.5267 11.6242 14.0812
H 16.5829 10.7525 12.9492
H 15.1048 11.4779 12.3202
H 16.1361 14.9027 12.6297
H 15.3391 13.9834 11.6851
C 12.6658 16.7873 6.3683
O 13.0750 17.2006 7.6710
C 14.2963 16.7508 8.0581
C 14.4538 16.7797 9.5242
C 14.4191 18.1675 10.1093
N 15.8583 16.2881 9.8147
H 12.3095 15.7542 6.4288
H 13.5623 16.6444 5.6875
H 11.8993 17.4896 6.0125
H 14.4254 15.7253 7.6758
H 15.0929 17.4058 7.6680
H 13.6807 16.1431 9.9613
H 14.6157 18.1551 11.2003
H 13.4916 18.7437 9.9736
H 15.1562 18.8466 9.7290
H 16.0939 16.5063 10.7951
H 15.8743 15.2535 9.7430
C 8.7922 12.9551 7.1722
O 8.8070 11.6604 7.6655
C 10.0751 11.2719 8.1066
C 10.1797 9.7512 8.2054
C 9.7311 8.8735 7.0247
N 9.5049 9.1332 9.4012
H 9.1945 13.7158 7.9111
H 7.7897 13.1858 6.9042
H 9.4263 13.0084 6.2596
H 10.7853 11.7264 7.4041
H 10.3122 11.7209 9.0266
H 11.2854 9.5819 8.3961
H 8.8095 9.2342 6.5495
H 9.5225 7.7607 7.3439
H 10.5103 8.7633 6.2592
H 10.0134 9.5478 10.1492
H 8.5751 9.5104 9.4411
C 9.0293 12.3258 11.7082
O 9.9377 13.2619 11.0818
C 9.4372 14.5438 10.9248
C 10.4858 15.4837 10.5309
C 10.0363 17.0068 10.6248
N 10.8882 15.2266 9.1752
H 9.6012 11.4702 11.9805
H 8.1851 12.0292 11.1102
H 8.7042 12.9075 12.6136
H 8.6098 14.6575 10.1826
H 8.9334 14.8673 11.8516
H 11.3039 15.4284 11.2427
H 10.6331 17.6134 9.9221
H 10.1079 17.2824 11.6921
H 8.9913 17.1828 10.2883
H 11.5372 16.0072 8.8584
H 11.4158 14.3279 9.1981
C 19.5406 9.8032 9.0688
O 19.2277 10.0002 7.7372
C 18.9800 11.3455 7.4610
C 17.9532 11.4986 6.3674
C 17.7756 12.9887 5.9704
N 16.6647 10.9145 6.9076
H 18.6048 9.7796 9.6507
H 20.1668 10.5663 9.4709
H 19.9584 8.7605 9.3279
H 18.5707 11.8212 8.3521
H 19.8198 11.8955 7.0726
H 18.3449 10.9600 5.5370
H 17.5904 13.4519 6.9111
H 17.0111 13.1441 5.1988
H 18.7898 13.3809 5.6759
H 16.8979 9.9408 7.0855
H 15.9640 11.0140 6.1864
N 11.9632 13.1524 13.4624
C 11.7557 14.4996 13.7603
N 12.8740 15.2561 13.7241
O 10.6340 14.9694 13.9605
H 12.8691 12.7936 13.4826
H 11.0438 12.6191 13.5732
H 13.7911 14.8399 13.5675
H 12.7766 16.2474 13.7271
N 12.9003 12.0179 10.5513
C 13.9046 12.4123 9.8045
N 14.3577 11.5579 8.8114
O 14.4900 13.5567 9.8622
H 12.4734 12.6668 11.2316
H 12.4445 11.1308 10.3806
H 15.3345 11.8259 8.6002
H 14.2692 10.6127 9.1272
N 12.7300 6.9928 9.5439
C 12.9937 7.9980 10.4409
N 13.3460 7.6116 11.7449
O 12.8989 9.2073 10.1630
H 12.0888 7.1635 8.7721
H 12.8121 6.0544 9.7818
H 14.0044 8.1878 12.2168
H 13.7057 6.7124 11.8674
```

=====

Molecular formula: C2H3NO3
Method: DFT, ωB97M-V/def2-TZVPD

For the gap between HOMO and LUMO, the calculation gives 12.0596 eV. As for the energy relative to the best compared isomer or geometry (same formula, charge and spin): 198.9 kJ/mol. The total energy is -358.45391 Eh. The net charge is 0. As for the SMILES: N#CC(O)(O)O.

The geometry in XYZ format:
```
9
C2H3NO3, DFT ωB97M-V/def2-TZVPD
N -3.6834 -0.1309 -0.0238
C -2.5651 -0.0073 0.1118
C -1.1460 0.0623 0.0161
O -0.6624 -1.0976 0.7133
O -0.6273 1.1929 0.5307
O -0.7424 -0.0491 -1.3008
H -0.2631 -1.7112 0.1286
H -1.1161 1.4582 1.4058
H -1.1647 0.7012 -1.8532
```

=====

Molecular formula: C2H4O5P4
Method: DFT, ωB97M-V/def2-TZVPD

The spin multiplicity is 3. For the gap between HOMO and LUMO (alpha / beta), the calculation gives 6.6566 / 7.2760 eV. The total energy is -1820.24057 Eh. The net charge is 0. Its expectation value of S² is 2.008.

The geometry in XYZ format:
```
15
C2H4O5P4, DFT ωB97M-V/def2-TZVPD
C -0.4378 1.2910 -0.0612
C 0.4024 0.8463 1.1171
O 1.7389 1.2797 0.9789
O -0.1162 -1.2014 -0.6183
O -2.7208 -1.0099 -0.0306
O 1.5992 0.4132 -1.4379
O 2.0051 -1.0920 0.6113
P -1.9892 -2.2507 -0.2367
P -0.0446 0.2830 -1.5703
P 0.4475 -1.1430 0.9520
P 2.5449 0.3438 -0.0996
H -1.4395 1.1879 0.1265
H -0.1539 2.4013 -0.1407
H -0.0069 1.1675 2.0695
H -1.8291 -2.5167 -1.6600
```

=====

Molecular formula: C6H11NO
Method: DFT, ωB97M-V/def2-TZVPD

For the gap between HOMO and LUMO, the calculation gives 10.1099 eV. As for the energy relative to the best compared isomer or geometry (same formula, charge and spin): 38.6 kJ/mol. The total energy is -365.21677 Eh. The net charge is 0. As for the SMILES: CC(=O)N1CCCC1.

The geometry in XYZ format:
```
19
C6H11NO, DFT ωB97M-V/def2-TZVPD
C -0.2421 -2.3254 0.9455
C -0.8292 -1.0822 0.3279
O -2.0196 -0.8734 0.3008
N 0.0623 -0.3012 -0.4105
C 1.4329 -0.0518 0.0260
C 1.5297 1.4865 0.1864
C 0.2577 2.0773 -0.4740
C -0.5164 0.8898 -1.0481
H 0.7619 -2.3186 1.3465
H -0.9609 -2.7922 1.6183
H -0.2172 -3.0420 0.1217
H 2.1627 -0.3625 -0.7028
H 1.5854 -0.5118 0.9938
H 2.3798 1.9206 -0.3445
H 1.6642 1.8029 1.2166
H -0.3323 2.6328 0.2511
H 0.5704 2.7340 -1.2781
H -0.4393 0.7436 -2.1293
H -1.5524 0.9503 -0.8481
```